#P
Below is a molecular structure, C34H48N7NaO11P2S, with properties calculated with wB97M-V/def2-TZVPD.

Last column: Löwdin charge in e.
Positions of all 104 atoms, in Å:
Na: 0.07 -0.69 -1.03  0.2239
C: 3.69 -3.67 0.38  -0.0577
C: 2.47 -2.91 -0.06  -0.3150
N: 2.30 -1.65 0.09  0.0643
N: 3.33 -0.90 0.59  -0.0222
C: 3.57 -0.87 1.86  -0.9732
N: 4.65 -0.05 2.21  0.0316
S: 2.83 -1.78 3.13  0.4074
C: 1.38 -3.66 -0.73  -0.2127
C: 1.17 -5.01 -0.44  -0.0158
C: 0.13 -5.68 -1.05  -0.0825
C: -0.69 -5.00 -1.93  -0.0822
C: -0.40 -3.66 -2.17  -0.1277
N: 0.60 -3.01 -1.60  0.1167
H: 4.45 -2.98 0.73  0.0616
H: 4.09 -4.27 -0.45  0.0791
H: 3.45 -4.33 1.21  0.0625
H: 4.79 0.72 1.57  0.0525
H: 4.59 0.24 3.18  0.0351
H: 1.81 -5.51 0.27  0.1024
H: -0.05 -6.73 -0.82  0.0962
H: -1.52 -5.48 -2.43  0.0927
H: -1.02 -3.08 -2.85  0.1142
O: 5.97 1.98 -5.00  -0.0850
C: 4.76 2.26 -5.23  -0.6980
O: 4.28 3.11 -5.99  -0.0476
C: 3.75 1.43 -4.39  -0.1302
C: 4.12 0.23 -3.80  -0.0423
C: 3.20 -0.45 -3.02  -0.1446
N: 1.99 0.02 -2.73  0.1150
C: 1.63 1.19 -3.29  -0.1807
C: 2.46 1.90 -4.15  0.0487
C: 0.29 1.76 -2.85  -0.6054
O: -0.33 2.48 -3.65  -0.0040
O: -0.07 1.44 -1.68  -0.1037
H: 5.12 -0.15 -3.96  0.1068
H: 3.45 -1.40 -2.56  0.0961
H: 2.13 2.82 -4.60  0.1208
C: -4.03 2.81 -2.74  -0.0430
C: -2.90 2.46 -1.79  -0.4165
C: -2.19 3.65 -1.23  -0.0446
O: -3.49 1.70 -0.67  -0.1914
P: -3.04 0.24 -0.29  0.4754
O: -2.39 -0.58 -1.32  -0.2234
C: -1.99 0.43 1.18  -0.1931
P: -1.41 -1.16 1.83  0.4747
O: -0.65 -1.94 0.84  -0.2265
O: -2.77 -1.86 2.28  -0.1909
C: -2.91 -3.29 2.08  -0.4412
C: -3.46 -3.56 0.69  -0.0382
C: -3.82 -3.79 3.19  -0.0497
O: -0.61 -0.94 3.15  -0.1725
C: -0.42 0.09 4.14  -0.4316
C: 0.26 1.30 3.54  -0.0486
C: -1.73 0.39 4.84  -0.0454
O: -4.39 -0.44 0.19  -0.1812
C: -5.56 0.12 0.80  -0.4321
C: -5.23 1.02 1.98  -0.0494
C: -6.43 0.81 -0.23  -0.0444
H: -3.60 3.31 -3.60  0.0880
H: -4.75 3.47 -2.26  0.0750
H: -4.54 1.91 -3.08  0.0802
H: -2.17 1.81 -2.28  0.0966
H: -2.88 4.32 -0.70  0.0777
H: -1.71 4.19 -2.05  0.0873
H: -1.39 3.33 -0.56  0.0757
H: -2.51 1.00 1.94  0.0544
H: -1.12 1.00 0.85  0.0856
H: -1.92 -3.75 2.17  0.1400
H: -4.46 -3.12 0.58  0.0773
H: -3.53 -4.64 0.53  0.0832
H: -2.81 -3.13 -0.07  0.0678
H: -4.79 -3.30 3.13  0.0784
H: -3.38 -3.58 4.16  0.0781
H: -3.96 -4.87 3.09  0.0789
H: 0.27 -0.39 4.83  0.1299
H: -0.41 1.89 2.92  0.0696
H: 1.12 0.99 2.95  0.0630
H: 0.62 1.94 4.35  0.0872
H: -2.44 0.88 4.17  0.0625
H: -1.54 1.07 5.68  0.0811
H: -2.19 -0.52 5.22  0.0796
H: -6.09 -0.76 1.17  0.1371
H: -4.68 1.90 1.65  0.0812
H: -4.63 0.47 2.71  0.0717
H: -6.15 1.34 2.47  0.0833
H: -5.97 1.73 -0.59  0.0669
H: -7.40 1.05 0.21  0.0791
H: -6.59 0.15 -1.09  0.0867
N: 6.24 2.69 -2.03  0.2123
C: 6.03 3.33 -0.88  -0.4945
O: 6.86 4.06 -0.35  0.0114
C: 4.69 3.10 -0.22  -0.1278
C: 4.34 3.90 0.87  -0.0262
C: 3.13 3.69 1.48  -0.1577
N: 2.25 2.75 1.10  0.0786
C: 2.59 1.99 0.07  -0.1288
C: 3.79 2.12 -0.62  0.0009
H: 7.11 2.82 -2.53  0.1139
H: 5.55 2.12 -2.50  0.0667
H: 5.03 4.66 1.21  0.1050
H: 2.84 4.30 2.34  0.0923
H: 1.89 1.23 -0.24  0.0781
H: 4.01 1.43 -1.42  0.0892

As for the spin multiplicity: 1. As for the net charge: -2.

#Q
Below is a molecular structure, C34H48N7NaO11P2S, with properties calculated with wB97M-V/def2-TZVPD.

Last column: Löwdin charge in e.
Positions of all 104 atoms, in Å:
Na: 0.71 -0.55 -1.08  0.1870
C: 2.81 2.76 -4.63  -0.0619
C: 1.50 2.23 -4.11  -0.3041
N: 1.13 1.02 -4.33  0.0373
N: 1.91 0.33 -5.20  -0.0598
C: 2.02 -0.98 -5.02  -0.9556
N: 2.52 -1.61 -6.17  -0.0019
S: 1.79 -1.95 -3.64  0.5227
C: 0.56 3.11 -3.37  -0.2234
C: 1.03 4.18 -2.60  -0.0303
C: 0.13 4.99 -1.93  -0.0890
C: -1.22 4.72 -2.04  -0.0924
C: -1.60 3.64 -2.82  -0.1575
N: -0.75 2.86 -3.48  0.1287
H: 3.63 2.14 -4.28  0.0752
H: 2.81 2.69 -5.72  0.0671
H: 2.98 3.80 -4.34  0.0497
H: 3.00 -0.98 -6.79  0.0575
H: 3.03 -2.45 -5.94  0.0374
H: 2.09 4.35 -2.50  0.1001
H: 0.49 5.80 -1.31  0.0961
H: -1.97 5.32 -1.52  0.0884
H: -2.65 3.38 -2.92  0.0997
O: 3.96 -6.65 2.18  -0.0764
C: 2.75 -6.52 1.90  -0.7047
O: 1.77 -7.17 2.31  -0.0727
C: 2.41 -5.30 1.02  -0.1145
C: 3.38 -4.64 0.27  -0.0119
C: 3.03 -3.53 -0.49  -0.1340
N: 1.81 -2.99 -0.48  0.1087
C: 0.89 -3.62 0.25  -0.1998
C: 1.12 -4.79 0.96  0.0348
C: -0.45 -2.93 0.36  -0.5622
O: -1.48 -3.57 0.18  0.0186
O: -0.45 -1.67 0.69  -0.1537
H: 4.39 -5.01 0.30  0.1023
H: 3.75 -3.03 -1.12  0.0957
H: 0.32 -5.29 1.50  0.1220
C: 4.13 -0.84 2.79  -0.0462
C: 3.35 0.45 2.99  -0.4518
C: 3.78 1.52 1.99  -0.0472
O: 1.93 0.29 3.01  -0.2661
P: 1.11 -0.64 1.88  0.5534
O: 1.87 -0.40 0.64  -0.2819
C: -0.42 0.31 2.24  -0.1932
P: -0.59 1.62 1.01  0.5186
O: -0.16 1.28 -0.36  -0.2379
O: 0.22 2.86 1.58  -0.1632
C: -0.15 3.51 2.82  -0.4650
C: 1.05 3.49 3.74  -0.0401
C: -0.63 4.91 2.48  -0.0437
O: -2.07 2.18 1.16  -0.1839
C: -3.31 1.53 0.75  -0.4178
C: -3.11 0.40 -0.23  -0.0489
C: -4.03 1.10 2.01  -0.0452
O: 1.29 -2.04 2.59  -0.1669
C: 0.74 -2.63 3.78  -0.3995
C: -0.77 -2.80 3.69  -0.0279
C: 1.14 -1.87 5.04  -0.0449
H: 5.20 -0.62 2.82  0.0796
H: 3.90 -1.29 1.83  0.0768
H: 3.92 -1.57 3.57  0.0697
H: 3.58 0.83 4.00  0.1305
H: 3.63 1.17 0.98  0.0784
H: 4.83 1.77 2.15  0.0757
H: 3.18 2.43 2.12  0.0585
H: -0.31 0.79 3.22  0.0724
H: -1.30 -0.33 2.20  0.0525
H: -0.98 2.97 3.28  0.1275
H: 1.85 4.11 3.33  0.0843
H: 1.42 2.48 3.86  0.0647
H: 0.77 3.90 4.72  0.0823
H: 0.18 5.47 1.99  0.0832
H: -0.92 5.44 3.38  0.0786
H: -1.48 4.87 1.80  0.0749
H: -3.88 2.33 0.27  0.1380
H: -2.52 -0.42 0.19  0.0774
H: -2.61 0.74 -1.13  0.0744
H: -4.09 0.01 -0.50  0.0893
H: -3.50 0.29 2.50  0.0770
H: -5.03 0.74 1.76  0.0810
H: -4.13 1.93 2.71  0.0772
H: 1.20 -3.61 3.79  0.1494
H: -1.29 -1.86 3.89  0.0730
H: -1.08 -3.52 4.45  0.0871
H: -1.08 -3.18 2.72  0.0704
H: 0.77 -0.85 5.02  0.0719
H: 2.23 -1.83 5.14  0.0728
H: 0.73 -2.39 5.90  0.0810
N: -6.67 -1.36 -3.49  0.1578
C: -5.66 -0.82 -4.23  -0.4980
O: -5.89 -0.19 -5.25  0.0412
C: -4.26 -1.02 -3.70  -0.1546
C: -3.94 -1.97 -2.74  -0.0273
C: -2.64 -2.04 -2.28  -0.1138
N: -1.67 -1.24 -2.73  0.1093
C: -1.96 -0.36 -3.69  -0.1066
C: -3.25 -0.21 -4.19  0.0038
H: -7.59 -1.31 -3.86  0.1001
H: -6.49 -1.92 -2.68  0.0766
H: -4.67 -2.66 -2.33  0.1007
H: -2.35 -2.75 -1.51  0.0875
H: -1.14 0.25 -4.03  0.0751
H: -3.47 0.52 -4.96  0.1144

As for the spin multiplicity: 1. As for the net charge: -2.

From most stable to least stable, the computed energies give #P, #Q.

#P
Below is a single C3H4P2 molecule, with properties calculated with wB97M-V/def2-TZVPD.

Last column: Löwdin charge in e.
Positions of all 9 atoms, in Å:
C: -0.53 -0.28 0.37  -0.7430
C: 0.42 0.41 -0.70  -0.5018
C: 0.57 -0.95 -0.36  -0.3620
P: -2.22 0.03 0.00  0.8344
P: 1.99 0.08 0.25  0.8854
H: -0.40 -0.16 1.49  0.0737
H: 0.10 1.18 -1.41  0.1002
H: -2.51 0.09 1.31  -0.1924
H: 2.57 -0.39 -0.96  -0.0945

As for the spin multiplicity: 1.

#Q
Below is a single C3H4P2 molecule, with properties calculated with wB97M-V/def2-TZVPD.

Last column: Löwdin charge in e.
Positions of all 9 atoms, in Å:
C: 0.28 -0.99 0.29  -0.3378
C: -0.15 1.87 -0.07  -0.7506
C: 0.44 -2.18 -0.26  -0.1100
P: -0.88 0.29 0.51  0.5630
P: -1.12 2.12 1.53  0.5221
H: 0.93 1.97 -0.03  0.0144
H: -0.57 2.29 -0.99  -0.0001
H: 1.38 -2.67 -0.12  0.0469
H: -0.30 -2.69 -0.87  0.0522

As for the spin multiplicity: 1. Its SMILES is C=C=P1=PC1.

From most stable to least stable, the computed energies give #Q, #P.

#P
Below is a molecular structure, C7H23BrN7O4, with properties calculated with wB97M-V/def2-TZVPD.

Last column: Löwdin charge in e.
Positions of all 42 atoms, in Å:
Br: -24.60 -7.11 -6.42  0.9049
C: -28.08 -7.73 -6.98  -0.0613
C: -27.91 -6.25 -6.97  -0.4959
C: -27.37 -5.72 -5.64  -0.2190
O: -28.14 -5.87 -4.47  -0.1631
C: -27.75 -5.16 -3.35  -0.1276
N: -26.99 -6.08 -7.96  0.0146
H: -27.10 -8.22 -7.03  0.0366
H: -28.75 -7.95 -7.81  0.0832
H: -28.55 -8.18 -6.11  0.0801
H: -28.81 -5.76 -7.33  0.1460
H: -27.26 -4.64 -5.76  0.1071
H: -26.30 -5.91 -5.53  0.0296
H: -28.60 -4.99 -2.69  0.0854
H: -27.40 -4.17 -3.61  0.0886
H: -26.98 -5.73 -2.82  0.0640
H: -26.09 -6.48 -7.76  -0.0319
H: -26.79 -5.12 -7.70  0.0538
C: -24.48 -6.94 -2.77  -0.8770
O: -24.54 -6.98 -1.60  0.0681
N: -23.45 -6.55 -3.42  0.1662
N: -25.43 -7.30 -3.59  0.1220
H: -23.59 -6.64 -4.41  0.0025
H: -22.51 -6.35 -3.10  0.1211
H: -26.16 -7.63 -2.97  0.1212
H: -25.36 -7.49 -4.58  -0.0496
C: -23.85 -4.30 -7.77  -0.6969
O: -23.84 -3.22 -8.37  -0.0154
N: -24.82 -4.63 -6.90  0.0242
N: -23.01 -5.36 -7.96  0.0887
H: -24.91 -5.61 -6.70  -0.2799
H: -25.64 -4.05 -6.85  0.0884
H: -23.17 -6.28 -7.59  -0.0583
H: -22.15 -5.15 -8.44  0.0963
C: -25.10 -10.51 -6.99  -0.8644
O: -25.35 -11.67 -6.91  0.0464
N: -25.47 -9.67 -7.88  0.1168
N: -24.68 -9.74 -6.07  0.0481
H: -25.11 -8.73 -7.85  0.0128
H: -26.12 -10.09 -8.54  0.1284
H: -25.09 -8.82 -6.14  -0.1288
H: -24.11 -10.14 -5.33  0.1244

As for the spin multiplicity: 1. As for the net charge: -1.

#Q
Below is 5 unconnected molecules or ions with the total composition C7H23BrN7O4, with properties calculated with wB97M-V/def2-TZVPD.

Last column: Löwdin charge in e.
Positions of all 42 atoms, in Å:
Br: 7.61 -16.57 -0.01  -0.1143
C: 3.79 -18.06 -0.72  -0.7197
O: 3.60 -17.04 -0.06  0.0053
N: 2.83 -18.56 -1.51  0.1371
N: 4.97 -18.71 -0.65  0.1383
H: 3.10 -19.39 -2.02  0.0826
H: 1.91 -18.19 -1.60  0.0969
H: 5.19 -19.52 -1.20  0.0851
H: 5.70 -18.18 -0.18  -0.0308
C: 4.96 -16.13 3.90  -0.7198
O: 4.17 -15.83 3.01  0.0255
N: 4.61 -16.29 5.19  0.1299
N: 6.25 -16.42 3.66  0.1555
H: 3.74 -15.90 5.51  0.0960
H: 5.30 -16.64 5.82  0.0787
H: 6.80 -16.84 4.38  0.0872
H: 6.42 -16.43 2.66  0.0438
C: 9.42 -20.13 -0.94  -0.7586
O: 9.79 -21.22 -1.38  -0.0334
N: 8.87 -19.19 -1.70  0.1328
N: 9.53 -19.79 0.34  0.1540
H: 8.72 -19.49 -2.65  0.0994
H: 8.49 -18.29 -1.44  -0.0763
H: 9.08 -18.91 0.55  0.0199
H: 9.79 -20.43 1.07  0.1008
C: 4.14 -11.94 -0.25  -0.0777
C: 4.94 -13.21 -0.67  -0.3963
C: 6.40 -12.91 -1.05  -0.2368
O: 7.05 -12.46 0.10  -0.2233
C: 8.46 -12.43 0.05  -0.0992
N: 4.92 -14.21 0.46  0.0456
H: 4.09 -11.28 -1.12  0.0610
H: 4.66 -11.37 0.52  0.0636
H: 3.19 -12.24 0.17  0.0698
H: 4.34 -13.63 -1.48  0.1272
H: 6.35 -12.06 -1.75  0.1138
H: 6.94 -13.74 -1.51  0.0946
H: 8.75 -11.43 -0.26  0.0792
H: 8.76 -13.26 -0.60  0.0733
H: 8.87 -12.58 1.05  0.0832
H: 5.66 -14.81 0.10  -0.0526
H: 5.43 -13.72 1.19  0.0588

As for the spin multiplicity: 1. As for the net charge: -1.

From most stable to least stable, the computed energies give #Q, #P.

#P
Below is a molecular structure, C2H12NO4, with properties calculated with wB97M-V/def2-TZVPD.

Last column: Löwdin charge in e.
Positions of all 19 atoms, in Å:
C: -1.23 0.99 -0.87  -0.2950
O: -2.60 0.72 -0.64  -0.1090
C: -0.33 -0.24 -0.83  -0.2315
N: -0.18 -0.69 0.56  -0.0452
H: -1.19 1.62 -1.77  0.1037
H: -0.81 1.73 -0.15  0.1171
H: -0.86 -1.00 -1.40  0.1037
H: 0.66 0.03 -1.26  0.1023
H: -1.29 -0.44 1.34  0.0004
H: -0.08 -1.70 0.58  0.0897
H: -2.69 -1.06 2.16  -0.0092
H: -2.65 0.38 0.28  0.0228
O: -2.25 -0.23 1.92  -0.2434
H: 2.44 0.48 1.64  -0.0724
H: 0.82 -0.32 0.99  0.0331
O: 2.25 -0.28 1.09  -0.4075
H: 3.48 -0.50 -1.79  0.0097
H: 3.05 0.14 -0.49  -0.0295
O: 3.46 0.37 -1.37  -0.1397

As for the spin multiplicity: 1. As for the net charge: -1.

#Q
Below is 4 unconnected molecules or ions with the total composition C2H12NO4, with properties calculated with wB97M-V/def2-TZVPD.

Last column: Löwdin charge in e.
Positions of all 19 atoms, in Å:
C: 0.75 -1.38 -1.13  -0.1961
N: 0.88 -0.41 -0.15  -0.1743
C: 0.18 0.88 -0.50  -0.4653
O: -0.99 0.77 -1.12  -0.2534
H: 1.04 -1.08 -2.10  0.0490
H: -0.35 -1.58 -1.36  0.0807
H: 1.31 -2.40 -0.88  0.1107
H: 0.56 -0.75 0.76  0.0821
H: 1.00 1.36 -1.16  0.1076
H: 0.17 1.47 0.40  0.0947
H: 2.51 -0.01 0.21  -0.0391
H: 3.85 0.96 0.07  0.0260
O: 3.49 0.05 0.21  -0.1414
H: -2.80 2.06 0.24  -0.0030
H: -2.09 0.84 -0.24  -0.0188
O: -2.94 1.11 0.40  -0.2335
H: -1.54 -0.24 1.49  0.0092
H: -1.67 -1.81 1.58  0.0391
O: -1.27 -1.04 1.98  -0.0743

As for the spin multiplicity: 1. As for the net charge: -1.

From most stable to least stable, the computed energies give #P, #Q.